C3H8O3S | the ωB97M-V functional and the def2-TZVPD basis

Calculated total energy: -743.010112 hartree
HOMO: -9.25 eV
M: 124.16 g mol⁻¹
Structure (SMILES): O=C(O)CCS.O

Cartesian coordinates (Å):
O -1.256 3.099 0.969
C -1.034 2.006 0.543
O -1.147 0.917 1.364
C -0.337 1.694 -0.762
C -0.966 0.511 -1.497
S 0.388 -0.193 -2.584
H -1.611 1.287 2.139
H 0.688 1.476 -0.454
H -0.424 2.627 -1.334
H -1.029 -0.243 -0.707
H -1.904 0.535 -2.033
H -0.325 -1.340 -2.672
H 3.412 -3.613 1.933
H 2.893 -4.817 2.682
O 2.654 -3.945 2.413

Partial atomic charges computed with the Mulliken method, in multiples of e: -0.539 0.400 -0.443 -0.504 -0.537 -0.235 0.335 0.333 0.313 0.342 0.409 0.126 0.319 0.315 -0.635

***

C6H15NO | the ωB97M-V functional and the def2-TZVPD basis

Calculated total energy: -367.264563 hartree
<S²>: 0.761
Net charge: +1
HOMO (alpha / beta): -12.63 / -12.63 eV
2S+1: 2
M: 117.19 g mol⁻¹

Cartesian coordinates (Å):
C 0.086 -2.963 -0.617
C -0.425 -2.172 0.603
C 0.085 -2.713 1.920
O -1.866 -2.208 0.639
H -0.235 -2.561 -1.630
H -0.302 -3.985 -0.532
H 1.160 -2.985 -0.462
H -0.101 -1.136 0.488
H 1.198 -2.801 1.892
H -0.273 -3.737 2.019
H -0.183 -2.019 2.778
H -2.159 -1.651 -0.130
C 1.915 2.242 0.629
C 0.590 2.347 -0.099
C 0.456 2.918 -1.318
N -0.814 3.092 -1.917
H 2.732 2.529 -0.027
H 1.997 2.893 1.533
H 2.102 1.211 0.972
H -0.352 1.984 0.358
H 1.277 3.415 -1.876
H -0.946 3.850 -2.522
H -1.535 3.061 -1.261

Partial atomic charges computed with the Mulliken method, in multiples of e: -1.139 0.834 -1.241 -0.545 0.318 0.298 0.327 -0.160 0.349 0.349 0.294 0.321 -1.032 -0.024 0.204 -0.308 0.346 0.328 0.304 0.290 0.316 0.305 0.265

***

C25H57NO4P | the ωB97M-V functional and the def2-TZVPD basis

Calculated total energy: -1683.879753 hartree
Net charge: -1
HOMO: -2.27 eV
M: 466.71 g mol⁻¹

Cartesian coordinates (Å):
C 3.087 -3.866 -0.320
O 2.452 -4.805 -1.162
C 1.328 -5.410 -0.565
C 0.134 -4.470 -0.373
C -0.099 -3.496 -1.529
C -0.892 -2.260 -1.111
C -1.218 -1.356 -2.297
C -1.548 0.105 -1.971
C -2.325 0.386 -0.682
C -2.325 1.884 -0.365
C -1.057 2.414 0.314
C -0.558 1.604 1.518
C 0.674 0.752 1.205
N 1.778 1.559 0.791
C 2.988 0.850 0.807
P 3.572 0.368 -0.890
O 3.150 1.183 -2.038
O 5.214 0.274 -0.836
O 3.166 -1.217 -1.090
H 2.462 -2.991 -0.118
H 3.362 -4.328 0.636
H 3.981 -3.524 -0.837
H 1.609 -5.832 0.411
H 1.057 -6.252 -1.206
H -0.760 -5.083 -0.215
H 0.269 -3.893 0.549
H 0.867 -3.169 -1.920
H -0.617 -4.010 -2.348
H -0.296 -1.704 -0.378
H -1.815 -2.559 -0.600
H -0.345 -1.367 -2.960
H -2.035 -1.803 -2.874
H -0.628 0.698 -1.975
H -2.161 0.501 -2.790
H -1.912 -0.179 0.156
H -3.362 0.053 -0.810
H -3.215 2.153 0.213
H -2.424 2.407 -1.325
H -0.244 2.494 -0.413
H -1.263 3.440 0.635
H -1.354 0.928 1.866
H -0.314 2.269 2.350
H 0.346 0.038 0.402
H 0.923 0.123 2.090
H 2.948 -0.122 1.347
H 3.854 1.413 1.208
H 5.537 -0.571 -0.526
H 3.871 -1.738 -1.471
C -0.503 6.051 -4.842
C -0.398 4.856 -5.785
C -1.036 3.585 -5.228
C -0.413 3.075 -3.926
C 1.085 2.786 -3.992
C 1.454 1.697 -4.993
H 0.017 5.865 -3.902
H -0.066 6.946 -5.290
H -1.548 6.270 -4.608
H 0.653 4.670 -6.018
H -0.882 5.106 -6.735
H -0.986 2.802 -5.990
H -2.103 3.772 -5.057
H -0.935 2.160 -3.630
H -0.598 3.795 -3.124
H 1.431 2.474 -3.005
H 1.635 3.703 -4.228
H 0.940 0.764 -4.750
H 2.525 1.499 -4.958
H 1.192 1.971 -6.019
C -0.120 -3.088 4.827
C -0.948 -1.861 4.462
C -0.592 -0.625 5.284
C -0.817 -0.766 6.791
C -2.247 -1.124 7.192
C -3.276 -0.079 6.770
H -0.285 -3.396 5.862
H -0.373 -3.936 4.189
H 0.946 -2.883 4.704
H -2.012 -2.097 4.567
H -0.793 -1.621 3.407
H -1.158 0.228 4.904
H 0.460 -0.381 5.108
H -0.540 0.178 7.272
H -0.136 -1.520 7.196
H -2.285 -1.245 8.279
H -2.520 -2.095 6.770
H -3.036 0.896 7.198
H -4.277 -0.355 7.106
H -3.313 0.033 5.686

Partial atomic charges computed with the Mulliken method, in multiples of e: -0.519 -0.376 -0.816 -0.716 -0.672 0.612 -1.516 0.246 -0.210 -0.931 -0.432 -0.928 0.874 -0.725 -0.505 0.773 -0.569 -0.624 -0.440 0.292 0.358 0.093 0.407 0.366 0.521 0.210 0.357 0.408 -0.366 0.285 0.198 0.346 -0.186 0.626 -0.093 0.544 0.361 0.276 0.058 0.297 0.137 0.564 -0.787 0.165 0.154 0.361 0.274 0.172 -1.187 -0.457 -1.077 0.668 -0.306 -1.183 0.279 0.392 0.286 0.228 0.403 0.352 0.426 -0.617 0.460 0.194 0.340 0.091 0.386 0.396 -1.373 0.180 -0.538 -0.931 -0.376 -1.178 0.347 0.397 0.296 0.293 -0.108 0.281 0.393 0.407 0.356 0.373 0.233 0.293 0.375 0.280

***

C12H24NO5PS | the ωB97M-V functional and the def2-TZVPD basis

Calculated total energy: -1641.948117 hartree
HOMO: -8.44 eV
M: 325.37 g mol⁻¹
Structure (SMILES): C#C[C@H]1OS(=O)(=O)O[C@@]1(NCC)P(C)C.CCOCC

Cartesian coordinates (Å):
C 3.306 -0.527 -2.877
C 2.202 -0.606 -3.340
C 0.749 -0.933 -3.618
O 0.836 -2.192 -4.348
S 1.297 -3.281 -3.195
O 0.579 -4.467 -3.583
O 2.684 -3.611 -3.100
O 0.647 -2.516 -1.907
C -0.135 -1.384 -2.384
N -1.383 -1.743 -3.045
C -2.577 -1.626 -2.177
C -3.749 -2.323 -2.944
P -0.310 0.031 -1.155
C 1.328 0.557 -0.458
C -1.036 1.457 -2.109
H 4.260 -0.500 -2.377
H 0.349 -0.072 -4.164
H -1.362 -2.718 -3.342
H -2.909 -0.591 -2.011
H -2.462 -2.200 -1.238
H -3.897 -1.867 -3.940
H -4.682 -2.123 -2.384
H -3.625 -3.416 -3.001
H 2.106 -0.219 -0.514
H 1.189 0.951 0.564
H 1.714 1.414 -1.050
H -1.098 1.282 -3.202
H -0.477 2.401 -1.982
H -2.065 1.606 -1.744
C 2.387 2.172 5.033
C 1.245 3.054 4.555
O 0.432 2.448 3.565
C -0.221 1.245 3.938
C -1.161 1.401 5.121
H 3.020 1.879 4.193
H 2.997 2.707 5.763
H 2.026 1.258 5.507
H 1.660 3.954 4.097
H 0.632 3.389 5.397
H 0.517 0.457 4.124
H -0.797 0.929 3.066
H -0.634 1.710 6.025
H -1.661 0.455 5.333
H -1.919 2.157 4.908

Partial atomic charges computed with the Mulliken method, in multiples of e: -0.080 -0.479 -0.121 -0.450 1.242 -0.627 -0.574 -0.417 0.219 -0.206 -0.178 -1.375 0.274 -0.909 -1.225 0.381 0.549 0.351 0.181 0.297 0.327 0.404 0.385 0.298 0.253 0.329 0.396 0.433 0.325 -1.041 -0.323 -0.407 -0.202 -1.215 0.277 0.391 0.265 0.332 0.314 0.331 0.292 0.277 0.395 0.313

***

Q: The lowest M belongs to which entry?
A: C6H15NO